(1)
{
  "formula": "C5H9F3N3",
  "method": "wB97M-V/def2-TZVPD",
  "e_homo_ev": -14.377,
  "gap_ev": 9.42,
  "smiles": "[H]/N=C(\\C)N/[N+](C)=C\\C(F)(F)F",
  "charge": 1,
  "de_lowest_kcal_mol": 77.42,
  "spin_multiplicity": 1,
  "energy_ha": -659.417122,
  "species": ["C", "C", "C", "C", "C", "N", "N", "N", "F", "F", "F", "H", "H", "H", "H", "H", "H", "H", "H", "H"],
  "positions_angstrom": [[-0.834, -1.246, -0.373], [1.196, 1.058, 0.087], [-0.941, -1.941, 0.934], [-0.624, 2.498, -0.525], [2.058, -0.111, 0.404], [-0.918, 0.230, -0.312], [-0.050, 1.200, -0.256], [-0.849, -1.685, -1.558], [3.287, 0.276, 0.514], [1.616, -0.620, 1.558], [2.000, -1.137, -0.509], [1.627, 1.966, 0.263], [-1.220, -1.251, 1.669], [0.113, -2.308, 1.145], [-1.624, -2.885, 0.853], [0.266, 3.199, -0.900], [-1.300, 2.254, -1.383], [-1.038, 2.816, 0.498], [-1.911, 0.355, -0.345], [-0.854, -2.669, -1.763]]
}

(2)
{
  "formula": "C30H33F11NO26",
  "method": "wB97M-V/def2-TZVPD",
  "e_homo_ev": -5.758,
  "gap_ev": 7.45,
  "charge": -1,
  "spin_multiplicity": 1,
  "energy_ha": -4272.747824,
  "species": ["C", "C", "N", "C", "C", "C", "F", "F", "F", "C", "O", "O", "H", "H", "H", "H", "H", "H", "H", "H", "H", "C", "C", "O", "C", "O", "O", "F", "H", "H", "H", "C", "C", "O", "C", "O", "O", "F", "H", "H", "H", "C", "C", "O", "C", "O", "O", "F", "H", "H", "H", "C", "C", "O", "C", "O", "O", "F", "H", "H", "H", "C", "C", "O", "C", "O", "O", "F", "H", "H", "H", "C", "C", "O", "C", "O", "O", "F", "H", "H", "H", "C", "C", "O", "C", "O", "O", "F", "H", "H", "H", "C", "C", "O", "C", "O", "O", "F", "H", "H", "H"],
  "positions_angstrom": [[-0.102, 0.582, 2.689], [-1.280, -0.090, 2.016], [-2.387, -0.102, 2.994], [-0.958, -1.519, 1.592], [-0.120, -1.656, 0.323], [1.367, -1.501, 0.469], [1.827, -0.286, 0.143], [1.849, -1.824, 1.675], [2.005, -2.353, -0.409], [-1.798, 0.770, 0.819], [-1.187, 1.842, 0.568], [-2.793, 0.313, 0.193], [-0.419, 1.549, 3.040], [0.329, -0.021, 3.483], [0.657, 0.757, 1.936], [-2.293, -0.886, 3.630], [-3.231, -0.240, 2.456], [-0.524, -2.060, 2.427], [-1.901, -2.007, 1.384], [-0.259, -2.665, -0.046], [-0.506, -1.007, -0.450], [3.723, 1.752, 1.648], [4.549, 3.012, 1.761], [3.625, 3.936, 2.315], [2.744, 3.207, 3.064], [2.011, 3.664, 3.875], [2.834, 1.905, 2.757], [4.954, 3.463, 0.539], [3.156, 1.730, 0.719], [4.300, 0.835, 1.739], [5.413, 2.931, 2.416], [-4.677, -3.628, -0.239], [-5.669, -2.727, -0.929], [-6.122, -1.898, 0.126], [-5.097, -1.805, 1.018], [-5.036, -0.969, 1.849], [-4.168, -2.760, 0.783], [-6.728, -3.416, -1.434], [-5.163, -4.494, 0.215], [-3.880, -3.968, -0.895], [-5.235, -2.109, -1.718], [-1.223, -2.330, -3.948], [-0.159, -2.610, -2.914], [-0.864, -3.400, -1.968], [-1.849, -4.050, -2.638], [-2.461, -4.969, -2.203], [-2.037, -3.510, -3.862], [0.280, -1.481, -2.319], [-1.821, -1.457, -3.692], [-0.820, -2.207, -4.948], [0.700, -3.173, -3.284], [-0.114, 3.565, -0.982], [0.402, 3.987, 0.368], [1.058, 5.219, 0.080], [0.434, 5.758, -1.001], [0.553, 6.884, -1.356], [-0.345, 4.838, -1.614], [1.295, 3.097, 0.852], [0.637, 3.009, -1.544], [-1.026, 2.976, -0.918], [-0.377, 4.150, 1.112], [-1.969, 1.665, -7.255], [-1.566, 0.239, -7.548], [-1.932, -0.431, -6.354], [-2.980, 0.263, -5.810], [-3.696, -0.152, -4.967], [-3.088, 1.481, -6.384], [-0.227, 0.117, -7.734], [-1.181, 2.207, -6.730], [-2.256, 2.220, -8.143], [-2.086, -0.216, -8.392], [7.180, 1.658, 6.319], [6.519, 2.714, 5.465], [6.355, 2.042, 4.226], [6.234, 0.706, 4.507], [5.833, -0.101, 3.747], [6.636, 0.451, 5.776], [7.324, 3.791, 5.284], [8.263, 1.660, 6.194], [6.939, 1.750, 7.375], [5.546, 3.048, 5.826], [-5.206, 1.297, -1.779], [-5.184, 2.803, -1.783], [-6.414, 3.120, -2.424], [-7.278, 2.095, -2.166], [-8.451, 2.153, -2.329], [-6.616, 1.017, -1.694], [-4.160, 3.300, -2.522], [-4.808, 0.880, -2.706], [-4.664, 0.873, -0.933], [-5.162, 3.257, -0.792], [4.060, -4.254, 1.264], [5.414, -4.148, 1.923], [5.218, -4.849, 3.140], [4.245, -5.780, 2.918], [4.018, -6.697, 3.630], [3.591, -5.518, 1.763], [5.751, -2.867, 2.194], [3.391, -3.462, 1.587], [4.111, -4.260, 0.179], [6.228, -4.618, 1.366]]
}

(3)
{
  "formula": "C29H35CeGeN5O6S",
  "method": "wB97M-V/def2-TZVPD",
  "e_homo_ev": [-8.403, -8.407],
  "gap_ev": [6.25, 7.43],
  "de_lowest_kcal_mol": 18.27,
  "spin_multiplicity": 1,
  "energy_ha": -4801.550841,
  "species": ["Ce", "C", "C", "N", "N", "C", "N", "S", "C", "C", "C", "C", "C", "N", "H", "H", "H", "H", "H", "H", "H", "H", "H", "C", "Ge", "C", "C", "C", "H", "H", "H", "H", "H", "H", "H", "H", "H", "H", "H", "C", "C", "C", "C", "C", "C", "C", "C", "C", "C", "O", "O", "H", "H", "H", "H", "H", "H", "H", "H", "H", "H", "H", "O", "C", "O", "C", "C", "C", "C", "C", "C", "N", "O", "O", "H", "H", "H", "H"],
  "positions_angstrom": [[-0.586, 0.838, -1.314], [3.820, -0.542, -0.391], [2.563, 0.263, -0.419], [1.913, 0.525, -1.502], [2.494, 0.097, -2.655], [1.787, 0.143, -3.760], [2.483, -0.158, -4.875], [0.100, 0.490, -4.026], [2.028, 0.845, 0.830], [2.671, 0.670, 2.045], [2.171, 1.307, 3.170], [1.049, 2.112, 3.057], [0.446, 2.209, 1.817], [0.911, 1.585, 0.738], [3.958, -1.037, -1.343], [3.762, -1.297, 0.396], [4.686, 0.099, -0.197], [3.455, -0.397, -4.788], [2.017, -0.215, -5.760], [3.557, 0.055, 2.107], [2.659, 1.178, 4.128], [0.637, 2.634, 3.909], [-0.452, 2.803, 1.679], [2.066, 3.668, -3.805], [1.421, 4.122, -2.019], [1.270, 6.068, -1.902], [2.890, 3.722, -0.783], [-0.333, 3.322, -1.671], [2.776, 4.425, -4.143], [1.246, 3.607, -4.521], [2.574, 2.703, -3.785], [2.217, 6.520, -2.204], [1.052, 6.368, -0.874], [0.476, 6.450, -2.545], [3.688, 4.438, -0.989], [3.282, 2.718, -0.941], [2.599, 3.830, 0.265], [-0.960, 3.583, -2.531], [-0.772, 3.804, -0.787], [-2.151, -5.436, 0.774], [-2.594, -4.074, 0.305], [-3.241, -3.191, 1.164], [-3.597, -1.912, 0.756], [-4.306, -0.973, 1.700], [-3.295, -1.519, -0.547], [-2.680, -2.393, -1.442], [-2.357, -1.992, -2.861], [-2.338, -3.663, -0.998], [-3.564, -0.105, -0.966], [-4.512, 0.199, -1.635], [-2.630, 0.787, -0.556], [-2.366, -5.579, 1.833], [-1.076, -5.559, 0.622], [-2.654, -6.228, 0.216], [-3.451, -3.497, 2.184], [-4.212, -1.310, 2.732], [-5.369, -0.920, 1.456], [-3.914, 0.045, 1.633], [-3.146, -2.330, -3.536], [-1.411, -2.420, -3.185], [-2.299, -0.911, -3.008], [-1.824, -4.338, -1.677], [1.176, -3.027, -0.170], [0.442, -2.104, 0.084], [-0.019, -1.251, -0.806], [0.027, -1.852, 1.517], [-0.818, -0.810, 1.874], [-1.146, -0.587, 3.200], [-0.620, -1.433, 4.155], [0.202, -2.496, 3.832], [0.526, -2.698, 2.501], [-0.944, -1.184, 5.579], [-0.567, -2.003, 6.390], [-1.585, -0.186, 5.840], [-1.254, -0.170, 1.118], [-1.801, 0.218, 3.501], [0.575, -3.140, 4.614], [1.171, -3.511, 2.197]]
}